Entry from OMol25: C91H156F12N19O26S12 as an isolated structure in a non-equilibrium geometry (the ωB97M-V functional and the def2-TZVPD basis).

Last column: Mulliken charge in e.
Geometry (Å):
C  -6.7563  -8.8103  -10.9149  -1.377
C  -6.6354  -9.1189  -9.4535  -0.274
C  -6.6749  -7.7954  -8.6639  -0.417
C  -6.2724  -8.1461  -7.2003  -1.042
N  -6.1214  -6.9306  -6.2802  0.492
C  -5.8852  -7.4126  -4.7838  -0.821
C  -5.2750  -6.1917  -4.1544  0.073
C  -4.3759  -5.6489  -5.2824  -0.831
C  -4.8960  -6.1522  -6.6068  -0.644
C  -7.3977  -6.2066  -6.4649  -1.028
H  -7.7518  -8.3620  -11.1179  0.334
H  -6.7478  -9.7224  -11.4896  0.412
H  -6.0018  -8.2262  -11.4735  0.344
H  -5.6403  -9.5772  -9.2948  0.323
H  -7.3906  -9.8238  -9.0710  0.320
H  -7.6667  -7.2948  -8.6376  0.395
H  -5.9518  -7.0329  -9.0398  0.276
H  -5.2735  -8.6776  -7.2449  0.337
H  -7.1068  -8.6094  -6.7172  0.434
H  -6.7435  -7.8973  -4.3986  0.509
H  -5.1231  -8.2065  -4.8926  0.385
H  -6.0097  -5.4669  -3.8420  0.347
H  -4.6768  -6.4953  -3.2468  -0.056
H  -4.3495  -4.6208  -5.2523  0.355
H  -3.3694  -5.9014  -5.0740  0.435
H  -5.0968  -5.3606  -7.2695  0.273
H  -4.1068  -6.7463  -7.0781  0.363
H  -7.4621  -5.3435  -5.8507  0.387
H  -8.1827  -6.9492  -6.3496  0.332
H  -7.4263  -5.7958  -7.4754  0.390
C  6.5446  12.4052  -6.4142  -1.152
C  6.9249  10.9663  -6.4720  -0.695
C  6.8095  10.2550  -7.7871  -0.477
C  5.6303  10.7717  -8.6478  -0.995
N  5.5362  10.1814  -10.0431  0.213
C  4.4379  10.7549  -10.8927  -0.591
C  4.1067  9.6841  -11.8501  -0.434
C  4.7275  8.3763  -11.3668  -0.852
C  5.1518  8.7240  -9.9758  -0.383
C  6.7949  10.3209  -10.8436  -0.919
H  5.5085  12.5579  -6.7765  0.283
H  7.1540  13.1492  -6.9951  0.292
H  6.6684  12.7845  -5.4055  0.374
H  6.4061  10.2918  -5.7696  0.341
H  7.8417  10.9075  -5.9719  0.472
H  6.7612  9.1930  -7.6322  0.350
H  7.8378  10.3936  -8.2532  0.232
H  5.5447  11.7946  -8.8286  0.691
H  4.7987  10.3514  -8.0591  0.275
H  4.6710  11.6275  -11.4646  0.344
H  3.6728  11.0208  -10.1426  0.379
H  4.4408  9.8608  -12.9146  0.304
H  3.0322  9.4382  -11.9299  0.320
H  5.5137  8.0747  -12.1251  0.310
H  3.9743  7.5708  -11.2891  0.342
H  6.0165  8.1903  -9.5469  0.437
H  4.3524  8.6040  -9.1723  0.431
H  6.6052  9.7040  -11.7542  0.382
H  7.6680  9.9679  -10.3629  0.336
H  6.9321  11.3275  -11.1158  0.390
C  4.6334  -2.3090  -2.2716  -1.579
C  5.1474  -3.6870  -1.7722  -0.283
C  5.9703  -4.1860  -2.9522  -0.482
C  7.0850  -5.0024  -2.3414  -1.536
N  8.1549  -5.7084  -3.0987  0.347
C  9.2387  -6.0229  -2.0790  -0.597
C  10.0923  -4.7780  -1.9608  -0.673
C  9.6681  -3.8606  -3.1838  -0.563
C  8.8614  -4.8220  -4.0831  -0.493
C  7.5892  -6.9731  -3.6759  -0.881
H  3.8674  -1.9156  -1.6244  0.348
H  4.2275  -2.3962  -3.2684  0.392
H  5.4675  -1.5988  -2.2880  0.410
H  4.3178  -4.2940  -1.4917  0.432
H  5.7913  -3.4214  -0.8998  0.303
H  6.4232  -3.2335  -3.3671  0.399
H  5.2768  -4.6312  -3.6634  0.276
H  6.6481  -5.6813  -1.6163  0.710
H  7.6001  -4.3138  -1.6826  0.369
H  9.8646  -6.8450  -2.4298  0.469
H  8.7971  -6.3886  -1.1442  0.397
H  11.1315  -5.0393  -1.9087  0.381
H  9.8845  -4.2403  -1.0123  0.280
H  10.5606  -3.4993  -3.7428  0.428
H  9.2035  -3.0175  -2.6947  0.275
H  9.5493  -5.4335  -4.7150  0.463
H  8.0209  -4.3534  -4.6442  0.363
H  7.4458  -7.6864  -2.8801  0.367
H  8.2811  -7.2839  -4.4553  0.366
H  6.5644  -6.8952  -4.1878  0.305
C  -18.8920  6.5439  3.3922  -0.822
N  -17.4785  6.5433  2.9065  0.008
C  -17.1269  6.2331  1.6927  -0.305
C  -15.8349  6.0806  1.2180  -0.638
C  -14.7800  6.3163  2.0838  0.926
C  -15.1320  6.7024  3.3545  -0.812
C  -16.4836  6.9022  3.7757  -0.166
C  -13.3782  5.9697  1.7235  0.683
C  -12.7938  6.3574  0.4957  -0.835
C  -11.4542  6.2230  0.3692  -0.195
N  -10.6929  5.5695  1.2698  0.208
C  -11.2729  5.0503  2.3893  -0.121
C  -12.5603  5.2781  2.6884  -0.797
C  -9.2768  5.3084  1.0790  -1.255
H  -19.4934  7.2298  2.7480  0.370
H  -18.8827  6.9713  4.3749  0.284
H  -19.1918  5.5399  3.3873  0.391
H  -17.9185  5.9132  1.0213  0.434
H  -15.6638  5.7249  0.2170  0.440
H  -14.2786  6.7929  3.9793  0.562
H  -16.7452  7.3151  4.7690  0.404
H  -13.3496  6.8020  -0.2608  0.553
H  -10.8741  6.6099  -0.4705  0.447
H  -10.6538  4.4310  3.0255  0.485
H  -12.9275  4.7862  3.5743  0.469
H  -8.7705  6.1861  0.7077  0.467
H  -9.1097  4.5405  0.3485  0.414
H  -8.7783  5.1163  2.0052  0.378
C  -0.8483  5.3822  0.3609  -0.633
N  -0.6774  3.8981  0.2749  0.486
C  -1.7291  3.0830  0.4405  -0.388
C  -1.6018  1.7141  0.5249  -0.392
C  -0.3153  1.2571  0.5629  0.416
C  0.7585  2.1032  0.3162  -1.051
C  0.5423  3.4495  0.2170  -0.539
C  -0.0165  -0.1524  0.8213  1.357
C  0.7524  -0.4809  1.8851  -0.829
C  1.0553  -1.8287  2.1003  -0.675
N  0.6140  -2.7895  1.3055  0.442
C  -0.0335  -2.4616  0.1040  -0.693
C  -0.2496  -1.1450  -0.2197  -1.076
C  0.8930  -4.1426  1.7459  -0.802
H  -1.8206  5.6816  0.7064  0.224
H  -0.4800  5.8373  -0.5666  0.089
H  -0.1718  5.7053  1.1727  0.368
H  -2.7204  3.5791  0.5535  0.032
H  -2.4743  1.0682  0.6876  0.914
H  1.7689  1.8178  0.2498  0.695
H  1.3568  4.1881  0.1312  0.699
H  1.0967  0.2357  2.5905  0.626
H  1.6344  -2.1426  3.0010  0.550
H  -0.2840  -3.3101  -0.4849  0.894
H  -0.6392  -0.9068  -1.2178  0.523
H  1.9718  -4.2378  1.8750  0.625
H  0.5124  -4.8055  0.8924  0.034
H  0.3635  -4.3968  2.6434  0.353
C  11.2998  -10.8354  7.9127  -0.866
N  10.3397  -10.7656  6.8203  0.019
C  10.7175  -10.3028  5.6088  -0.376
C  9.7710  -10.1095  4.6274  -0.497
C  8.4682  -10.5556  4.8370  0.630
C  8.1902  -11.2232  6.0353  -0.752
C  9.1079  -11.2114  7.0371  0.025
C  7.3989  -10.4097  3.8030  0.995
C  7.6378  -11.0251  2.5634  -0.847
C  6.6818  -10.8523  1.6129  -0.502
N  5.5536  -10.1002  1.8948  0.263
C  5.3880  -9.4633  3.0650  -0.324
C  6.3607  -9.5229  4.0091  -0.853
C  4.4472  -9.9820  0.9092  -1.130
H  12.1572  -11.4140  7.5276  0.392
H  10.8407  -11.3092  8.7571  0.276
H  11.6863  -9.8271  8.2605  0.333
H  11.7573  -10.0594  5.5679  0.510
H  10.0436  -9.5335  3.6929  0.415
H  7.2281  -11.5806  6.3398  0.477
H  8.8525  -11.5791  8.0343  0.390
H  8.3994  -11.7479  2.3135  0.543
H  6.6180  -11.2328  0.5874  0.505
H  4.4896  -8.8624  3.2337  0.558
H  6.1838  -9.0209  4.9145  0.607
H  3.6898  -9.2750  1.2879  0.154
H  3.8888  -10.8764  0.8617  0.543
H  4.8408  -9.7875  -0.1029  0.421
C  1.9528  4.7073  12.0707  -0.917
N  1.1023  4.1546  10.9669  0.115
C  -0.1943  3.8253  11.3188  -0.179
C  -1.0307  3.2820  10.3303  -0.740
C  -0.5366  3.1838  8.9997  0.771
C  0.7413  3.6031  8.6791  -0.300
C  1.5543  4.0580  9.7033  -0.595
C  -1.4099  2.6433  7.9406  0.901
C  -2.0615  1.3738  8.0487  -0.840
C  -2.7793  0.9157  6.9367  -0.269
N  -2.7440  1.5183  5.7554  0.380
C  -2.1588  2.7241  5.5954  -0.113
C  -1.5198  3.3523  6.7126  -0.856
C  -3.3272  0.8110  4.6428  -1.451
H  2.6104  3.8521  12.3286  0.361
H  1.3380  4.8650  12.9700  0.313
H  2.4128  5.6109  11.7350  0.363
H  -0.7133  4.1142  12.2613  0.357
H  -2.0873  3.1248  10.5620  0.452
H  1.1418  3.5625  7.6738  0.423
H  2.5860  4.5262  9.4803  0.403
H  -2.1246  0.7809  8.9479  0.572
H  -3.4039  0.0098  6.9835  0.435
H  -2.1771  3.1761  4.6028  0.662
H  -1.1335  4.3439  6.5514  0.497
H  -3.2372  -0.3054  4.6398  0.487
H  -2.8772  1.2406  3.7581  -0.029
H  -4.3623  1.1087  4.4974  0.905
C  4.8934  10.8392  0.2793  -1.374
C  5.1392  12.3401  0.2294  -0.506
N  4.1155  13.2296  0.9196  0.566
C  3.8044  12.6738  2.2823  -1.247
C  4.6944  14.6852  0.9435  -0.708
C  5.9585  14.8551  1.8092  -1.267
C  2.8577  13.1817  0.0841  -0.523
C  1.9299  14.3758  0.2400  -1.058
O  1.6209  14.5805  1.6043  -0.329
C  0.6956  15.7408  1.6767  -0.864
H  4.7888  10.6848  1.3206  0.383
H  5.8029  10.3158  -0.0837  0.393
H  3.9966  10.5189  -0.2154  0.388
H  5.2472  12.7580  -0.7667  0.529
H  6.0652  12.4692  0.7117  0.380
H  3.2827  13.4216  2.8648  0.287
H  4.6759  12.4427  2.8331  0.473
H  3.2261  11.7500  2.1472  0.482
H  3.8614  15.2289  1.2847  0.525
H  4.8946  14.9884  -0.0183  0.528
H  6.8479  14.6104  1.2151  0.369
H  5.9104  14.2905  2.6740  0.331
H  6.0470  15.9352  2.0718  0.397
H  2.3289  12.2142  0.1373  0.525
H  3.2148  13.2367  -0.9772  0.286
H  1.0497  14.3558  -0.3272  0.715
H  2.4891  15.2360  -0.2477  0.324
H  -0.2344  15.3702  1.2830  0.362
H  1.0467  16.6232  1.2214  0.360
H  0.5156  15.8833  2.7518  0.273
C  -3.9333  -7.7659  0.0650  -0.822
C  -5.0929  -8.5525  0.6712  -0.601
N  -4.7243  -9.9368  1.2841  0.281
C  -5.9244  -10.6630  1.8588  -0.835
C  -4.2851  -10.7560  0.1244  -0.199
C  -3.7139  -12.0924  0.4413  -1.359
C  -3.6603  -9.8370  2.3089  -0.361
C  -3.8498  -8.8163  3.3599  -0.750
O  -4.9018  -9.1592  4.1976  -0.285
C  -4.9706  -8.2797  5.2961  -0.721
H  -3.2187  -7.4016  0.7649  0.177
H  -4.1958  -6.8666  -0.4580  0.422
H  -3.4383  -8.4215  -0.6780  0.161
H  -5.7884  -8.6163  -0.1263  0.556
H  -5.5310  -7.9806  1.5509  0.336
H  -6.7341  -10.4966  1.1550  0.396
H  -6.2984  -10.2979  2.8077  0.275
H  -5.6937  -11.7105  2.0057  0.350
H  -3.4556  -10.2835  -0.3785  0.092
H  -5.2116  -10.8363  -0.3949  0.421
H  -3.4889  -12.6436  -0.4882  0.443
H  -4.4408  -12.6970  0.9709  0.367
H  -2.7240  -11.9836  0.8525  0.322
H  -2.7117  -9.6820  1.8026  0.171
H  -3.5983  -10.8182  2.7085  0.661
H  -3.9202  -7.7963  2.9796  0.295
H  -2.8405  -8.7531  3.9571  0.385
H  -5.0500  -7.2326  4.9131  0.296
H  -4.1139  -8.3405  5.9931  0.287
H  -5.8819  -8.5398  5.8819  0.261
N  -0.0210  -8.2293  -0.9659  -0.490
S  0.5438  -6.8664  -1.4919  1.029
O  0.1963  -5.6864  -0.7338  -0.669
O  0.3688  -6.7486  -2.8919  -0.646
F  2.1399  -6.9946  -1.3411  -0.240
S  0.2508  -8.9032  0.3480  1.194
O  -0.7043  -9.9011  0.6365  -0.608
O  0.7633  -7.9155  1.2573  -0.575
F  1.6183  -9.7956  -0.1019  -0.331
N  1.0828  7.1595  -2.0006  -0.335
S  0.8055  8.5449  -2.5774  1.053
O  1.3240  8.7279  -3.9239  -0.613
O  1.0342  9.6103  -1.6341  -0.561
F  -0.7649  8.5467  -2.8199  -0.267
S  1.4488  5.8810  -2.8703  1.106
O  1.5761  4.7017  -2.0114  -0.582
O  2.4828  6.0922  -3.8230  -0.549
F  0.1254  5.6497  -3.6628  -0.248
N  -5.1880  3.3153  1.4809  -0.352
S  -6.1311  2.0763  1.8760  1.008
O  -7.5319  2.3604  2.0637  -0.590
O  -5.5264  1.3820  2.9896  -0.646
F  -6.0878  1.1634  0.5454  -0.231
S  -5.3070  4.9257  1.6353  1.219
O  -4.0168  5.5588  1.6595  -0.613
O  -6.1799  5.1357  2.7338  -0.625
F  -6.0152  5.4539  0.2972  -0.272
N  6.9663  -6.7601  2.4095  -0.163
S  8.0590  -6.3759  3.5090  0.943
O  8.9467  -7.4252  3.6431  -0.472
O  7.5743  -5.7317  4.6621  -0.654
F  8.9531  -5.2671  2.8315  -0.247
S  5.5023  -6.2281  2.1797  1.085
O  4.5500  -6.2835  3.1766  -0.637
O  5.1531  -6.7159  0.9240  -0.467
F  5.7518  -4.6019  2.1060  -0.326
N  -3.0849  -3.7778  -0.2998  -0.132
S  -3.3514  -3.4215  -1.8092  0.913
O  -2.9080  -2.1047  -2.1851  -0.610
O  -4.5261  -4.0226  -2.3766  -0.505
F  -2.1508  -4.3577  -2.3779  -0.241
S  -3.9434  -3.0451  0.8611  0.915
O  -5.2923  -2.8223  0.5586  -0.617
O  -3.1707  -1.9640  1.5123  -0.428
F  -3.9455  -4.2581  1.8035  -0.209
N  2.0550  1.1842  4.6943  -0.436
S  1.4922  2.6309  4.5492  0.916
O  1.7020  3.5249  5.7228  -0.657
O  0.2007  2.7350  3.8261  -0.309
F  2.3817  3.1477  3.3858  -0.295
S  1.3776  0.5112  6.0266  0.991
O  -0.0471  0.1934  5.8850  -0.461
O  1.9258  1.1254  7.1506  -0.520
F  2.0440  -0.8580  5.8973  -0.232

Calculated values
ΔE to the lowest compared entry with this formula, charge and spin   0.00 kcal/mol
Total energy   -12531.7063 hartree
LUMO energy   -10.82 eV
Total charge   +7
Multiplicity   1
E_HOMO   -0.6087 Ha
Orbital gap   5.7 eV